No. 1
A structure of composition C23H29CrFN6O5S3Si. Source: OMol25; level of theory: wB97M-V/def2-TZVPD.

Cartesian coordinates (Å):
H 7.17 -4.16 1.64
N -0.65 1.42 1.53
O 2.58 1.19 2.96
C -0.49 5.08 0.79
C -0.10 -3.59 0.80
H -2.41 -0.78 4.09
C -3.22 1.86 3.03
H -3.83 1.27 2.34
F 0.68 1.52 -0.81
C -0.77 3.90 1.46
C 5.63 -2.74 3.08
H -0.65 -0.95 3.96
C 4.55 -2.02 3.56
N 1.52 -0.83 2.09
H 0.01 -5.67 1.39
H -4.11 0.34 -1.31
O 2.13 -0.65 4.55
Cr 0.07 -0.38 0.56
N -2.37 1.63 -1.21
O -2.96 -1.87 -1.85
C -3.09 0.48 -1.70
C 0.34 -4.66 1.57
H 4.05 -2.31 4.48
O -1.29 -0.84 -0.81
C 4.64 -0.60 1.62
C -0.58 2.08 4.48
C 0.29 2.71 -0.26
H -0.98 1.70 5.42
H 6.00 -3.60 3.63
H -3.31 2.91 2.73
N 7.18 -3.22 1.26
S 4.65 -3.55 -1.26
C -1.54 -0.60 3.45
H -2.86 2.49 -1.40
N 0.34 -2.37 1.04
H 1.10 3.77 -1.89
H -3.19 0.57 -2.79
H 0.40 6.00 -0.95
S 2.50 -0.22 3.23
H 7.03 -3.28 0.26
Si -1.43 1.23 3.04
N 1.69 -3.12 2.84
C 5.71 -1.32 1.14
C -2.38 -0.86 -1.45
C 4.04 -0.97 2.82
H -2.13 1.58 -0.23
C 1.24 -4.34 2.58
H -0.79 -3.69 -0.03
H -1.28 3.95 2.41
O 5.27 -1.21 -2.04
S 2.69 -1.23 -1.51
C 4.21 -1.95 -1.60
C 1.22 -2.15 2.05
C 0.18 5.08 -0.42
H -0.80 6.02 1.23
C -0.40 2.63 0.97
H 6.13 -1.09 0.17
H 4.77 0.75 -1.56
H -3.65 1.75 4.03
H -1.67 -1.20 2.55
H 6.03 0.47 -2.81
H 1.63 -5.13 3.22
C 5.06 0.14 -2.42
C 6.18 -2.43 1.84
H -0.73 3.16 4.46
C 0.57 3.85 -0.95
H 4.29 0.23 -3.18
H 0.50 1.89 4.46
H 4.22 0.21 1.04

The calculation puts the frontier orbital gap (spin up / spin down) at 6.7 / 6.7 eV. Its expectation value of S² is 6.01. As for the total charge: -2. As for the spin multiplicity: 5.

***

No. 2
A cluster of 2 separate species, C9H14O in total in a non-equilibrium geometry. Source: OMol25; level of theory: wB97M-V/def2-TZVPD.

Cartesian coordinates (Å):
C -0.42 -1.89 -0.85
H -3.23 1.25 0.62
H 2.12 -0.39 2.69
H -1.74 -1.75 0.89
H 0.96 -2.65 -2.67
C 1.85 -0.17 1.63
C -1.09 0.84 -1.27
C -1.25 -1.19 0.15
O 0.51 -1.84 -3.06
H -0.19 0.73 -3.26
H 2.88 1.62 2.23
H 2.80 1.55 0.38
H -1.99 2.04 1.04
H 2.34 -0.96 1.00
C -1.52 0.13 -0.12
H -0.19 -2.95 -0.90
C -0.44 0.16 -2.33
H 1.28 1.90 1.47
C -2.19 1.01 0.89
C 2.26 1.36 1.39
H -2.13 0.63 2.00
C -0.12 -1.13 -2.02
H -1.32 1.93 -1.44
H 0.82 -0.23 1.55

The SMILES is Cc1ccc(O)cc1.CC. The calculation puts the frontier orbital gap at 9.3 eV. As for the spin multiplicity: 1.

***

No. 3
The molecule C3H8N4 in a non-equilibrium geometry. Source: OMol25; level of theory: wB97M-V/def2-TZVPD.

Cartesian coordinates (Å):
H 0.49 -1.09 1.24
N 1.37 1.25 0.04
C 0.54 -1.09 0.07
H 0.97 -2.25 -0.20
H -1.41 -1.38 1.48
N -0.03 1.62 0.25
C -0.93 0.73 0.07
H 1.76 -0.07 -1.60
N -1.92 -1.25 0.47
H -2.00 1.09 0.25
N -0.83 -0.68 -0.53
C 1.67 -0.09 -0.50
H -2.22 -2.25 0.03
H 2.69 -0.06 -0.08
H 1.78 2.16 -0.54

The SMILES is NN1C=NNCC1. The calculation puts the frontier orbital gap at 9.5 eV. As for the spin multiplicity: 1.

***

No. 4
The molecule C5H7NO. Source: OMol25; level of theory: wB97M-V/def2-TZVPD.

Cartesian coordinates (Å):
H -0.92 -1.74 0.41
N -1.10 0.30 0.23
H -1.81 1.22 -1.45
O -1.84 -0.81 -1.63
C -1.61 0.22 -1.03
H -0.69 1.20 0.49
C 1.06 -0.86 0.76
C 1.77 1.69 0.48
H 2.03 2.71 0.31
C -0.50 -0.85 0.88
H 1.37 -1.44 -0.12
H -0.77 -0.85 1.94
C 1.55 0.52 0.64
H 1.49 -1.36 1.63

The SMILES is C#CCCNC=O. The calculation puts the frontier orbital gap at 10.7 eV. As for the spin multiplicity: 1.

***

No. 5
The molecule C5H6O in a non-equilibrium geometry. Source: OMol25; level of theory: wB97M-V/def2-TZVPD.

Cartesian coordinates (Å):
C 0.60 -0.53 0.85
O -1.06 0.40 -0.36
C -0.42 0.01 1.68
H 1.09 1.15 -2.10
H 1.68 -0.66 -1.32
C -1.49 0.60 0.94
C 0.90 0.08 -1.65
H 1.49 -1.29 0.82
H -0.71 -0.44 2.80
H -2.42 1.12 1.26
H 0.26 -0.31 -2.56
C 0.08 -0.13 -0.36

The SMILES is Cc1ccco1. The calculation puts the frontier orbital gap at 9.4 eV. As for the spin multiplicity: 1.

***

No. 6
The molecule C3H5NO. Source: OMol25; level of theory: wB97M-V/def2-TZVPD.

Cartesian coordinates (Å):
H 1.40 0.02 -1.12
C 0.50 -0.59 -1.08
O -0.05 0.78 0.88
H 0.13 -0.96 -2.03
H -1.53 -0.31 -0.09
H -0.45 2.45 1.67
C -0.91 1.76 0.94
H 1.06 -1.40 0.75
N 0.30 -1.48 0.07
C -0.45 -0.27 0.00

The calculation puts the frontier orbital gap at 9.6 eV. As for the spin multiplicity: 1.

***

No. 7
A cluster of 3 separate species, C24H46N6P2 in total in a non-equilibrium geometry. Source: OMol25; level of theory: wB97M-V/def2-TZVPD.

Cartesian coordinates (Å):
N -3.74 -3.14 -6.47
H -3.70 -1.36 -9.44
H -2.11 0.11 1.70
C 1.94 3.89 5.44
C 0.70 0.02 -0.36
C 0.16 -0.97 4.48
H -2.62 -3.50 -3.97
H 4.14 3.12 6.66
C 1.53 -0.69 -1.53
C -3.15 -2.14 -5.58
H 3.87 1.21 3.07
H 0.98 5.82 5.52
N 3.05 3.13 4.88
H -0.91 -1.84 0.96
H -3.82 -3.71 -8.48
N 3.42 -2.45 -0.77
H -1.63 -0.10 5.56
C -0.57 -0.39 5.75
H 3.38 4.24 3.09
H 1.02 3.52 4.99
C 0.51 -0.12 3.31
H 1.43 -2.35 -3.63
C 2.61 -1.69 -1.04
H 2.67 5.88 5.97
H 4.05 2.32 1.71
C 4.32 3.26 5.59
C 0.52 -2.41 4.53
C -4.15 -1.59 -8.46
N 0.24 2.52 -1.33
C 1.97 5.41 5.29
H 0.06 0.50 6.09
H 0.25 -3.04 5.43
H -5.22 -1.72 -8.64
H -5.39 -4.36 -6.84
H 1.32 1.31 1.32
C 3.13 3.22 3.43
H -5.05 -4.09 -5.17
P 0.51 -1.56 -2.85
H 1.51 -4.07 3.40
H -2.11 -1.99 -5.88
P -0.98 -0.76 0.04
H -0.40 -2.47 -2.23
H 2.11 -2.63 1.38
H 2.14 3.00 3.02
H -6.55 -2.25 -7.07
C 4.11 2.24 2.80
H 5.15 4.87 4.35
H -2.43 -2.78 -8.04
H -1.72 -1.15 -1.11
H 5.14 2.45 3.08
C -6.19 -2.52 -6.08
C -3.15 -2.55 -4.12
H -4.00 -0.71 -7.83
N -1.84 0.40 0.76
H 2.20 5.72 4.27
H 2.09 0.14 -2.07
H 4.96 2.42 5.31
H 1.84 3.65 6.51
H -5.87 -1.61 -5.57
C 5.12 4.55 5.39
H -4.16 -2.64 -3.71
C 1.25 -0.70 2.14
C 0.37 1.46 -0.89
H -0.49 -1.13 6.60
H -2.63 -1.78 -3.53
H 0.20 -0.60 -4.70
H 0.20 0.95 3.37
H 6.16 4.39 5.71
C -5.08 -3.58 -6.14
C 1.24 -2.99 3.38
C 1.58 -2.12 2.22
H 2.69 0.33 0.72
N -0.17 -0.45 -3.75
H -7.04 -2.91 -5.52
H -3.65 -1.17 -5.68
H 4.73 5.37 6.00
C 1.59 0.27 0.96
C -3.51 -2.85 -7.88

The SMILES is Cc1cccc(C[C@](C#N)([PH2]=N)[C@@H](C#N)[PH2]=N)c1.CCN(CC)CC.CCN(CC)CC. The calculation puts the frontier orbital gap at 8.3 eV. As for the spin multiplicity: 1.

***

No. 8
A structure of composition C2H3BaFNO4S in a non-equilibrium geometry. Source: OMol25; level of theory: wB97M-V/def2-TZVPD.

Cartesian coordinates (Å):
Ba 1.69 1.83 1.52
O -0.42 1.94 1.15
H -1.07 -0.96 1.44
O 1.68 0.78 -1.50
O 1.80 -1.71 -1.64
H 0.98 -1.42 0.64
N 0.59 -0.58 0.22
H -1.51 -0.76 -0.24
O -2.46 1.25 0.58
C -1.30 1.04 0.76
C -0.85 -0.39 0.53
S 1.10 -0.52 -1.35
F -0.23 -0.49 -2.11

The calculation puts the frontier orbital gap at 8.9 eV. As for the total charge: +1. As for the spin multiplicity: 1.

***

No. 9
The molecule C20H16N8O3S2 in a non-equilibrium geometry. Source: OMol25; level of theory: wB97M-V/def2-TZVPD.

Cartesian coordinates (Å):
C -4.91 -1.40 -0.83
O -0.17 1.38 1.25
S -3.78 -2.96 1.97
H -5.27 2.29 -1.90
C -3.91 -0.52 -0.52
O -7.89 2.42 -2.47
H -2.65 -3.91 4.01
H -0.47 -0.41 2.74
N 2.80 3.26 0.07
H -3.30 1.55 -0.75
C 0.81 0.91 1.84
H 8.38 0.54 1.12
C -6.18 0.32 -2.00
S -7.70 1.00 -2.75
N -1.48 -1.73 1.82
H -6.83 -1.73 -1.71
H -0.41 -3.32 4.51
N 0.50 -0.06 2.73
C -5.18 1.24 -1.65
H -6.76 0.15 -4.59
C 2.21 1.20 1.54
N 2.70 -0.95 2.51
C 2.49 2.38 0.78
C 7.33 0.45 1.33
H 1.81 -2.88 3.52
H -4.83 -2.45 -0.54
C 5.27 1.49 1.97
C -2.54 -3.26 3.14
H 4.68 2.35 2.30
H 4.80 -1.77 1.03
N -0.31 -2.61 3.79
C 6.70 -0.75 1.11
C 3.12 0.22 1.92
C -4.04 0.79 -0.95
H 7.15 2.57 2.00
H 7.21 -1.60 0.75
C 5.30 -0.86 1.23
N 1.05 -2.22 3.45
H -2.01 -0.22 0.20
O -8.86 0.14 -2.50
C 1.44 -1.02 2.92
C -2.66 -1.80 1.27
N -2.78 -0.88 0.26
C 4.59 0.31 1.69
H -6.91 1.87 -4.62
C 6.65 1.60 1.78
N -7.36 0.97 -4.41
C -1.39 -2.56 2.90
C -6.04 -1.01 -1.54

The SMILES is N#Cc1c(-c2ccccc2)nc(NNc2csc(Nc3ccc(S(N)(=O)=O)cc3)n2)[nH]c1=O. The calculation puts the frontier orbital gap at 8.1 eV. As for the spin multiplicity: 1.

***

No. 10
A structure of composition C25H42BrNOP2Pd in a non-equilibrium geometry. Source: OMol25; level of theory: wB97M-V/def2-TZVPD.

Cartesian coordinates (Å):
C -0.11 -3.01 2.20
C -1.88 -1.71 0.10
C 0.46 2.07 0.45
H 0.93 -3.34 2.33
C -2.82 -1.29 1.23
C 5.59 0.90 0.90
H 3.72 1.51 1.89
H 5.15 -2.77 0.35
H 2.61 -1.28 2.84
H 0.79 -3.61 -2.77
H 3.17 -2.52 1.72
H 0.47 -1.93 -2.33
H -3.85 3.61 -0.72
H 5.05 -0.30 2.87
C -6.71 5.53 -2.75
H -2.89 2.03 -3.21
H -2.30 -2.57 -0.44
H 1.50 -3.45 -0.43
H -2.30 -0.84 2.08
H 1.67 1.79 -1.45
O -0.95 -0.52 3.91
Br 1.35 1.59 2.32
H -0.27 0.12 3.66
C 4.08 1.07 0.94
C -3.86 3.26 -1.76
C 3.86 -1.33 -0.72
H 5.92 0.55 -0.08
H -7.31 6.35 -2.33
H -3.57 -0.59 0.84
C 5.22 -2.01 -0.44
H -0.87 -3.10 -2.41
H 4.86 -1.98 3.50
H -0.34 -2.29 2.99
H -4.88 2.53 -4.29
H -0.83 -4.79 3.21
P -0.16 -2.12 0.59
H -2.09 -3.97 2.28
C -6.35 4.10 -4.51
C -0.46 1.91 -1.87
H 3.14 -2.08 -1.08
C -2.87 2.45 -2.20
C 0.42 -3.37 -0.65
C -5.32 3.41 -3.84
C -1.72 2.21 -1.35
H -0.07 -4.33 -0.44
C 4.82 -1.34 2.61
C 0.68 1.88 -0.99
H 6.02 -1.31 -0.15
H -2.91 2.32 0.52
H -5.56 5.24 -0.95
H 5.52 -2.51 -1.36
H -0.34 1.70 -2.95
N -6.98 5.18 -4.01
C -0.85 2.24 0.91
H -3.36 -2.17 1.59
H -0.85 -4.93 1.44
C -4.94 3.86 -2.54
H 6.04 1.88 1.07
C -5.71 4.91 -1.99
H 6.03 0.23 1.65
H 5.57 -1.70 1.92
Pd 0.77 -0.20 -0.11
C 3.39 -1.49 2.07
C 0.18 -2.97 -2.12
C -1.02 -4.24 2.27
P 2.99 -0.40 0.63
H -0.78 -0.77 4.83
H 3.73 1.77 0.16
H 3.92 -0.57 -1.51
H -6.66 3.78 -5.51
C -1.92 2.27 0.05
H -1.81 -0.86 -0.60
H -1.17 2.29 1.96

The calculation puts the frontier orbital gap (spin up / spin down) at 5.2 / 5.2 eV. As for the spin multiplicity: 1.

***

No. 11
The molecule C14H13N3O2S in a non-equilibrium geometry. Source: OMol25; level of theory: wB97M-V/def2-TZVPD.

Cartesian coordinates (Å):
S 0.29 -2.50 4.62
C 1.20 -1.07 4.13
N 0.97 -0.70 2.93
C 2.13 -0.40 5.07
H -1.39 1.25 -5.58
N -1.07 2.30 1.28
C -0.41 -2.52 3.05
C -0.44 0.52 -3.82
C 0.04 1.52 -1.67
C -0.53 0.64 -5.30
H -0.65 -0.34 -5.76
H 2.90 -1.10 5.40
H 0.80 3.28 -1.58
H -1.05 -1.54 -3.71
C -0.36 0.37 -0.98
O 0.51 2.60 -0.96
N -0.71 1.02 1.43
C 0.07 -1.49 2.29
H 1.60 -0.04 5.94
O -0.94 -1.97 -1.25
H -1.13 -3.26 2.79
C -0.60 -2.18 0.04
H 0.29 2.51 -3.54
H -0.57 -3.23 0.28
C -0.76 -0.66 -3.16
C -0.44 0.20 0.49
H -0.74 2.81 0.47
H -0.95 2.80 2.16
H 2.61 0.44 4.56
C -0.31 -1.20 0.91
H 0.36 1.11 -5.71
C -0.69 -0.74 -1.78
C -0.01 1.60 -3.05

The SMILES is Cc1cc(O)c2/c(=N\N)c(-c3csc(C)n3)coc2c1. The calculation puts the frontier orbital gap at 7.8 eV. As for the spin multiplicity: 1.

***

No. 12
The molecule C3H8N4S in a non-equilibrium geometry. Source: OMol25; level of theory: wB97M-V/def2-TZVPD.

Cartesian coordinates (Å):
N -0.39 0.55 1.59
H -2.63 -0.80 0.07
N -0.58 0.83 0.27
H 0.56 -2.16 -2.04
C 0.83 -1.35 -1.21
H -0.12 1.08 2.39
C -0.26 -1.13 -0.22
H 1.76 -1.42 -0.66
N -0.17 -1.54 1.10
C 0.33 1.88 -0.05
H 1.46 1.73 0.23
H 0.88 -0.47 -1.71
H 0.31 1.87 -1.08
S -1.86 -1.23 -0.99
N -0.19 -0.68 2.01
H 0.09 2.85 0.29

The calculation puts the frontier orbital gap at 8.9 eV. As for the spin multiplicity: 1.

***

So what do the calculations give for DFT total energy? Going down the list: -4227.202597; -426.502556; -337.947525; -324.655954; -269.239833; -247.147962; -1953.082911; -957.086946; -2231.847553; -4492.276139; -1254.191364; -736.131157 Eh.